# 1
DFT (wB97M-V/def2-TZVPD) results for C35H46BCdF3N8O3S3 as an isolated structure in a non-equilibrium geometry.

Properties
Charge = -2
Orbital gap = 7.20 eV
Highest occupied orbital energy = -3.145 eV
Maximum force = 2.7 eV Å⁻¹

Atoms and positions in Å:
Cd (12.09, 11.08, 11.43)
C (14.41, 9.55, 9.59)
N (13.07, 9.14, 10.01)
C (13.00, 8.05, 11.00)
C (13.74, 8.33, 12.29)
N (12.99, 9.25, 13.15)
C (13.85, 9.98, 14.05)
C (11.86, 8.56, 13.78)
C (12.12, 7.43, 14.53)
C (11.14, 6.77, 15.20)
C (9.87, 7.31, 15.19)
C (9.55, 8.47, 14.44)
C (10.56, 9.09, 13.74)
S (10.14, 10.51, 12.89)
C (12.14, 9.08, 8.92)
C (11.71, 7.88, 8.34)
C (10.80, 7.87, 7.32)
C (10.22, 9.05, 6.86)
C (10.69, 10.24, 7.36)
C (11.57, 10.29, 8.45)
S (12.11, 11.85, 9.14)
H (15.06, 8.77, 9.20)
H (14.99, 10.04, 10.40)
H (14.35, 10.34, 8.85)
H (13.32, 7.09, 10.53)
H (11.92, 7.89, 11.25)
H (14.67, 8.83, 12.01)
H (14.12, 7.45, 12.79)
H (14.43, 9.27, 14.74)
H (13.39, 10.72, 14.71)
H (14.64, 10.55, 13.48)
H (13.18, 7.07, 14.67)
H (11.32, 5.81, 15.68)
H (9.08, 6.72, 15.68)
H (8.57, 8.87, 14.37)
H (12.09, 6.95, 8.70)
H (10.39, 6.94, 7.04)
H (9.36, 9.06, 6.17)
H (10.29, 11.18, 7.01)
C (7.53, 13.72, 9.09)
C (6.28, 13.35, 9.93)
C (6.31, 11.85, 10.21)
C (6.30, 14.23, 11.15)
C (5.62, 15.42, 11.40)
C (6.15, 15.93, 12.58)
N (7.11, 15.08, 12.94)
N (7.23, 14.07, 12.08)
B (8.15, 15.23, 14.14)
N (7.83, 13.90, 14.91)
C (6.70, 13.22, 14.87)
C (6.86, 12.10, 15.64)
C (8.22, 12.15, 16.02)
N (8.79, 13.28, 15.62)
C (9.10, 11.06, 16.51)
C (8.30, 9.97, 17.16)
C (10.15, 11.58, 17.45)
N (9.64, 15.27, 13.61)
C (10.39, 14.23, 13.21)
C (11.31, 14.69, 12.33)
C (10.94, 16.08, 12.15)
N (9.93, 16.43, 12.91)
C (11.54, 17.13, 11.18)
C (11.91, 16.54, 9.84)
C (12.80, 17.79, 11.72)
H (7.58, 13.06, 8.23)
H (7.40, 14.72, 8.74)
H (8.40, 13.48, 9.74)
H (5.43, 13.59, 9.35)
H (7.15, 11.52, 10.80)
H (5.39, 11.53, 10.74)
H (6.37, 11.19, 9.26)
H (4.89, 15.91, 10.79)
H (5.90, 16.83, 13.15)
H (7.95, 16.29, 14.77)
H (5.86, 13.55, 14.28)
H (6.09, 11.35, 15.64)
H (9.60, 10.64, 15.65)
H (7.71, 10.40, 17.98)
H (7.53, 9.60, 16.39)
H (8.83, 9.09, 17.51)
H (9.67, 11.86, 18.43)
H (10.87, 10.80, 17.61)
H (10.62, 12.41, 16.96)
H (10.29, 13.27, 13.71)
H (12.09, 14.10, 11.86)
H (10.82, 17.96, 11.07)
H (12.82, 15.93, 9.86)
H (11.15, 16.00, 9.32)
H (12.20, 17.43, 9.20)
H (13.60, 17.08, 11.94)
H (13.16, 18.62, 11.00)
H (12.52, 18.33, 12.66)
F (16.51, 12.77, 13.88)
C (16.16, 13.69, 12.96)
F (15.43, 14.66, 13.48)
F (17.32, 14.26, 12.55)
S (15.42, 12.99, 11.49)
O (15.15, 14.16, 10.70)
O (16.43, 12.03, 10.99)
O (14.15, 12.41, 11.99)



# 2
DFT (wB97M-V/def2-TZVPD) results for C35H46BrCdFN6O2Si2 as an isolated structure.

Properties
Charge = -2
Orbital gap = 4.68 eV
Highest occupied orbital energy = -0.785 eV
Maximum force = 0.9 eV Å⁻¹

Atoms and positions in Å:
Cd (-0.28, -0.55, 0.12)
O (0.04, 4.39, -2.65)
C (-1.29, 4.08, -2.79)
C (-2.13, 4.85, -3.59)
C (-3.48, 4.55, -3.67)
C (-4.00, 3.48, -2.95)
C (-3.14, 2.70, -2.18)
C (-1.79, 2.98, -2.10)
C (-0.86, 2.00, -1.36)
O (-1.35, 0.77, -1.32)
N (-0.62, 2.62, 0.02)
N (-0.25, 1.84, 1.00)
C (0.46, 2.34, 1.97)
C (0.77, 1.61, 3.16)
Br (-0.21, -0.05, 3.36)
C (1.60, 1.92, 4.17)
C (2.61, 2.95, 4.29)
C (3.07, 3.76, 3.23)
C (4.07, 4.70, 3.43)
C (4.64, 4.88, 4.68)
C (4.20, 4.09, 5.73)
C (3.22, 3.15, 5.54)
H (0.27, 5.05, -3.31)
H (-1.73, 5.69, -4.15)
H (-4.13, 5.15, -4.30)
H (-5.05, 3.25, -3.00)
H (-3.50, 1.83, -1.65)
H (0.13, 2.08, -1.85)
H (-0.13, 3.51, -0.05)
H (0.79, 3.38, 1.92)
H (1.54, 1.26, 5.03)
H (2.68, 3.61, 2.24)
H (4.42, 5.29, 2.59)
H (5.42, 5.62, 4.83)
H (4.65, 4.21, 6.72)
H (2.90, 2.53, 6.37)
C (-4.77, -1.09, -0.70)
Si (-3.61, -1.05, 0.82)
C (-3.46, 0.75, 1.38)
C (-4.60, -1.86, 2.25)
N (-2.07, -1.75, 0.57)
C (-1.82, -3.10, 0.46)
C (-2.85, -4.04, 0.31)
C (-2.64, -5.41, 0.29)
C (-1.34, -5.89, 0.40)
C (-0.29, -4.98, 0.50)
C (-0.46, -3.59, 0.51)
N (0.61, -2.70, 0.59)
Si (2.19, -3.26, 0.87)
C (2.38, -4.28, 2.48)
C (3.56, -1.97, 1.13)
C (2.94, -4.31, -0.55)
H (-5.71, -0.56, -0.52)
H (-5.00, -2.11, -0.99)
H (-4.26, -0.62, -1.55)
H (-4.42, 1.27, 1.28)
H (-2.73, 1.27, 0.76)
H (-3.14, 0.81, 2.42)
H (-5.57, -1.37, 2.38)
H (-4.05, -1.75, 3.19)
H (-4.78, -2.92, 2.09)
H (-3.86, -3.66, 0.21)
H (-3.48, -6.09, 0.18)
H (-1.14, -6.96, 0.41)
H (0.71, -5.37, 0.56)
H (2.11, -3.65, 3.33)
H (3.42, -4.60, 2.62)
H (1.74, -5.17, 2.51)
H (3.28, -1.18, 1.84)
H (3.88, -1.50, 0.20)
H (4.42, -2.49, 1.55)
H (2.24, -5.05, -0.94)
H (3.84, -4.84, -0.22)
H (3.23, -3.66, -1.39)
F (2.72, -0.67, -6.02)
C (2.49, -0.39, -4.69)
C (2.54, 0.92, -4.27)
C (2.33, 1.20, -2.92)
C (2.06, 0.19, -1.97)
C (1.86, 0.48, -0.58)
C (2.00, -1.13, -2.48)
C (2.22, -1.42, -3.81)
H (2.75, 1.70, -4.98)
H (2.39, 2.23, -2.59)
H (2.06, 1.51, -0.29)
H (2.29, -0.24, 0.11)
H (1.76, -1.93, -1.79)
H (2.16, -2.44, -4.19)
N (-1.39, -0.85, -4.06)
N (-2.12, -1.64, -3.10)
H (-0.50, -0.56, -3.66)
H (-1.93, 0.00, -4.17)
H (-2.06, -1.20, -2.18)
H (-1.65, -2.53, -3.03)